Molecular formula: C4H13O3
Method: DFT, the ωB97M-V functional and the def2-TZVPD basis

Expectation value of S² = 0.751
HOMO (alpha / beta) = 4.17 / -1.33 eV
Lowest unoccupied orbital energy (alpha / beta) = 6.46 / 6.40 eV
Calculated total energy = -385.7449 a.u.
Gap between HOMO and LUMO (alpha / beta) = 2.2882 / 7.7263 eV
Relative energy (zero: lowest compared OMol25 entry of this formula, charge and spin) = 22.8 kcal/mol

Structure (ORCA input):
```
! RIJCOSX wB97M-V def2-TZVPD def2/J DEFGRID3
* xyz -2 2
C 0.24806 0.11470 1.53285
O 0.54547 1.32885 0.97721
C -0.36429 -0.76304 0.47651
C -1.55354 0.02161 -0.26137
C -2.64520 -0.94964 -0.83074
H 1.23395 -0.43549 1.82090
H -0.41309 0.36357 2.48893
H -0.82463 -1.66730 0.77560
H 0.27838 -1.02160 -0.43919
H -1.00682 0.63894 -1.13888
H -2.06926 0.65850 0.48952
H -3.20408 -0.34300 -1.53740
H -3.40347 -1.08597 -0.00299
H -2.22425 -1.94751 -1.04670
H 3.45851 0.15033 -0.97088
H 3.26261 0.22386 0.48933
O 3.80336 -0.28284 -0.10659
H 1.29935 1.28585 -0.08855
H 1.66372 2.25762 -1.49423
O 1.91521 1.45256 -1.13333
*
```

These are the natural (NBO) partial charges, in e, on atoms 1 to 2:
1 C -0.035
2 O -0.900

=====

Molecular formula: C31H65N3O12S
Method: DFT, the ωB97M-V functional and the def2-TZVPD basis

Expectation value of S² = 0.754
HOMO (alpha / beta) = -10.72 / -10.72 eV
Lowest unoccupied orbital energy (alpha / beta) = -2.33 / -8.49 eV
Calculated total energy = -2685.0623 a.u.
Gap between HOMO and LUMO (alpha / beta) = 8.3910 / 2.2371 eV

Structure (ORCA input):
```
! RIJCOSX wB97M-V def2-TZVPD def2/J DEFGRID3
* xyz 1 2
C 0.89928 -2.50643 4.16729
C 0.21523 -3.47552 3.16315
O 0.86402 -4.33336 2.62524
N -1.09967 -3.35974 2.91109
C -1.98054 -2.40484 3.53528
H 1.34003 -1.72295 3.55085
H 1.71351 -3.03342 4.66470
H 0.21787 -2.08602 4.90691
H -1.51442 -4.14500 2.42999
H -2.97355 -2.35684 3.08838
H -1.53820 -1.41690 3.40711
H -2.02349 -2.54769 4.61502
C 1.74061 -5.20881 -0.83433
C 2.66832 -3.98963 -0.85705
O 3.20105 -3.69224 -1.90791
N 2.81036 -3.30620 0.27657
C 3.83108 -2.26836 0.52165
H 1.97205 -5.77558 0.06751
H 1.77774 -5.82035 -1.73585
H 0.68926 -4.92992 -0.76376
H 2.23122 -3.65186 1.02838
H 4.80242 -2.70164 0.76009
H 3.61063 -1.60852 1.36076
H 3.94568 -1.65428 -0.37158
C -3.95503 4.63549 4.04723
C -2.56859 4.45628 3.46293
O -1.71535 5.31284 3.69179
N -2.40174 3.38861 2.67518
C -1.14834 3.22559 1.82754
H -3.94444 4.43750 5.11904
H -4.64133 4.00704 3.47965
H -4.41260 5.61651 3.91943
H -3.13272 2.70554 2.53669
H -1.19418 2.35216 1.17706
H -0.34707 3.01707 2.53646
H -0.85925 4.07968 1.21512
C -4.10174 -2.82241 -0.83875
C -2.78119 -3.58251 -0.86086
O -2.44823 -3.80681 -2.23813
S -3.56965 -3.15571 -3.25377
O -3.91015 -4.14193 -4.29975
O -3.21141 -1.76416 -3.61409
O -4.66994 -3.24933 -2.05346
H -3.97594 -1.75210 -1.00222
H -4.73689 -3.04324 0.01911
H -2.85121 -4.54285 -0.35002
H -1.96839 -3.05443 -0.36227
C 3.69304 0.98054 -2.91860
C 5.13141 1.29808 -3.19305
C 5.57316 -0.13413 -3.59077
O 4.50665 -0.70547 -4.34581
C 3.39842 0.08251 -4.07029
H 3.06374 1.87005 -2.88969
H 3.57208 0.47331 -1.96142
H 5.65054 1.63685 -2.29648
H 5.24443 1.96401 -4.04853
H 5.70572 -0.77197 -2.71688
H 6.53147 -0.16067 -4.10945
H 2.54545 -0.55584 -3.84003
H 3.17750 0.69674 -4.94324
C -5.96990 -0.73784 2.94216
C -5.90547 -0.19218 1.57014
C -4.65145 0.68432 1.56928
O -4.59361 1.21407 2.88731
C -5.52015 0.48353 3.74352
H -5.21256 -1.52151 2.96173
H -6.96302 -1.15067 3.11930
H -6.73521 0.46663 1.31403
H -5.79395 -0.99295 0.83909
H -4.75429 1.46903 0.81979
H -3.86859 -0.01209 1.26886
H -6.36389 1.13752 3.96375
H -4.96659 0.25754 4.65490
C 0.36187 0.75958 -1.06895
C 1.05223 -0.29481 -0.22171
C 0.03550 -0.57067 0.86344
O -1.24378 -0.27722 0.28595
C -1.05843 0.23079 -1.05310
H 0.84541 0.84319 -2.04224
H 0.28009 1.75663 -0.63617
H 2.00203 0.00999 0.21768
H 1.25665 -1.18022 -0.82366
H 0.14269 0.18464 1.64197
H 0.00427 -1.55215 1.33654
H -1.70810 1.08755 -1.23195
H -1.03547 -0.60917 -1.74739
C 4.18639 2.13046 4.07078
C 3.56839 2.87465 2.91419
C 3.17915 1.76424 1.93972
O 3.06862 0.59540 2.75908
C 4.11015 0.68257 3.71058
H 3.58457 2.32009 4.95959
H 5.24256 2.35355 4.22182
H 4.30199 3.54443 2.46548
H 2.71001 3.44469 3.26964
H 3.92143 1.51242 1.18228
H 2.23203 1.86670 1.41004
H 5.01076 0.24076 3.28419
H 3.97200 0.11843 4.63294
C -0.51096 2.02225 -6.31990
C -0.09223 3.35217 -6.80865
C 1.44546 3.37410 -6.50839
O 1.39587 2.74023 -5.23881
C 0.44337 1.73600 -5.16946
H -0.35999 1.28919 -7.11233
H -1.55603 2.07889 -6.01539
H -0.44369 4.25649 -6.31187
H -0.40258 3.54060 -7.83641
H 1.84381 4.38862 -6.49536
H 2.05974 2.73979 -7.14746
H -0.11195 1.77796 -4.23246
H 0.91611 0.76503 -5.31727
*
```

These are the Mulliken partial charges, in e, on atoms 1 to 2:
1 C -0.780
2 C 0.471

=====

Molecular formula: C11H20N4O2
Method: DFT, the ωB97M-V functional and the def2-TZVPD basis

HOMO = -8.47 eV
Lowest unoccupied orbital energy = 0.42 eV
Calculated total energy = -800.3053 a.u.
Gap between HOMO and LUMO = 8.8873 eV
SMILES = CCCCNc1c(N)n(CCC)c(=O)[nH]c1=O
Relative energy (zero: lowest compared OMol25 entry of this formula, charge and spin) = 263.4 kcal/mol

Structure (ORCA input):
```
! RIJCOSX wB97M-V def2-TZVPD def2/J DEFGRID3
* xyz 0 1
C -3.09907 -1.32470 1.57678
C -2.38947 0.06376 1.49237
C -2.94494 1.07012 0.36959
C -2.81418 0.48357 -1.07035
N -1.48096 0.62053 -1.65982
C -0.55286 -0.15404 -0.91744
C 0.43916 0.39582 -0.10734
N 0.56594 1.90572 -0.33976
H 0.95329 2.35158 0.48812
H -0.23208 2.24568 -0.57984
N 1.46167 -0.02158 0.33195
C 1.41517 -1.51257 0.14420
O 2.38645 -2.46623 0.67759
N 0.51532 -2.06395 -0.43238
C -0.55623 -1.50557 -1.26192
O -1.44079 -2.16449 -1.63233
H 0.52919 -3.32594 -0.48294
C 2.61954 0.35266 1.04880
C 3.72032 1.17026 -0.09194
C 4.16523 0.09310 -0.88604
H 4.88737 0.51226 -1.73729
H 3.29350 -0.27560 -1.47751
H 4.66333 -0.65676 -0.40971
H 3.03570 1.89678 -0.41078
H 4.42055 1.69619 0.30117
H 2.38545 1.15466 1.69656
H 3.18479 -0.58350 1.49330
H -1.46403 0.87789 -2.55272
H -3.20713 -0.57906 -1.03699
H -3.50074 1.05049 -1.62396
H -4.17298 1.16942 0.49298
H -2.71330 1.95617 0.38295
H -2.72409 0.58736 2.47895
H -1.48132 -0.13368 1.38006
H -2.82594 -1.95699 2.35358
H -2.83364 -1.66644 0.63016
H -4.20826 -1.26289 1.37194
*
```

These are the natural (NBO) partial charges, in e, on atoms 1 to 2:
1 C -0.617
2 C -0.363

=====

Molecular formula: C7H10OSi
Method: DFT, the ωB97M-V functional and the def2-TZVPD basis

HOMO = -8.77 eV
Lowest unoccupied orbital energy = 0.87 eV
Calculated total energy = -637.2512 a.u.
Gap between HOMO and LUMO = 9.6459 eV
Relative energy (zero: lowest compared OMol25 entry of this formula, charge and spin) = 105.2 kcal/mol

Structure (ORCA input):
```
! RIJCOSX wB97M-V def2-TZVPD def2/J DEFGRID3
* xyz 0 1
C 2.71756 -1.48214 0.09758
C 0.69827 1.60810 2.44945
C 1.79294 -0.74482 0.19466
C 0.77378 0.96019 1.45163
C -1.18074 -1.64978 -0.89285
C -0.88151 -1.07114 0.52452
C 0.66288 0.15832 0.28233
O 0.40088 0.81534 -0.86477
Si -0.58751 2.12340 -1.15310
H 3.60744 -2.02793 -0.14886
H 0.54518 2.11452 3.39670
H -0.43097 -2.35260 -1.29358
H -2.09591 -2.40849 -0.64885
H -1.43208 -0.97172 -1.68144
H -1.74348 -0.58844 0.92574
H -0.56715 -1.76575 1.18254
H -1.16532 1.84384 -2.53399
H 0.53501 3.01764 -1.16281
H -1.64926 2.42146 -0.12491
*
```

These are the natural (NBO) partial charges, in e, on atoms 1 to 2:
1 C -0.197
2 C -0.191

=====

Question: Among the records above, which one has the highest calculated total energy?
Answer: C4H13O3